# 1
C18H90N2O29 | the ωB97M-V functional and the def2-TZVPD basis

```
! wB97M-V def2-TZVPD RIJCOSX def2/J DEFGRID3
* xyz -2 1
C 10.97139 25.92586 3.16859
C 12.38623 25.17224 3.22909
C 13.42964 26.21972 2.59789
C 13.90858 27.25460 3.54155
C 14.40274 26.59012 4.80521
C 13.44249 25.66727 5.59692
N 12.87473 24.74266 4.56731
O 12.07908 23.68479 5.13461
C 12.33013 26.47602 6.39250
C 14.33838 24.90715 6.68083
C 12.29837 23.95872 2.26793
H 10.63079 26.13417 2.15434
H 10.83315 26.81683 3.78108
H 10.18951 25.29201 3.58692
H 12.87070 26.73558 1.81713
H 14.19409 25.61674 2.10787
H 13.00554 27.79525 3.82496
H 14.61432 27.96292 3.10760
H 14.63039 27.43609 5.45376
H 15.26368 25.96322 4.57307
H 11.90521 27.26733 5.77495
H 12.72721 26.82600 7.34536
H 11.55162 25.78183 6.70891
H 13.78505 24.09218 7.14746
H 14.64969 25.71357 7.34481
H 15.18643 24.39204 6.22964
H 13.26956 23.46389 2.27215
H 12.09883 24.34683 1.26910
H 11.57462 23.19052 2.54025
C 21.24438 13.11839 9.98009
C 19.91598 13.76839 9.85751
C 19.40065 14.03416 11.30447
C 20.04671 15.22602 11.99069
C 19.96674 16.50771 11.13556
C 20.61263 16.32430 9.74363
N 19.99979 15.09666 9.08925
O 20.32869 14.92141 7.68859
C 22.13723 16.33715 9.80600
C 20.13305 17.60499 8.97470
C 18.79142 12.78717 9.18205
H 21.94376 13.54341 9.26016
H 21.16511 12.04186 9.82879
H 21.76118 13.21030 10.93537
H 19.67385 13.13467 11.85618
H 18.32416 14.17999 11.39391
H 21.06029 15.09159 12.36843
H 19.52285 15.39800 12.93094
H 20.42974 17.35296 11.64475
H 18.93032 16.82683 11.02576
H 22.61240 16.92768 10.58932
H 22.55670 16.73235 8.88081
H 22.58298 15.35929 9.98814
H 20.30334 18.48994 9.58787
H 19.06852 17.55906 8.74503
H 20.72590 17.66437 8.06195
H 19.10055 12.54444 8.16539
H 17.81755 13.26511 9.07581
H 18.55591 11.90568 9.77837
O 21.04026 6.21138 11.64102
H 21.43737 5.35633 11.47544
H 20.27556 6.23628 11.06583
O 18.02075 11.75891 17.97622
H 18.60886 11.01461 17.84824
H 17.57121 11.57068 18.80006
O 11.33015 13.74174 6.51611
H 12.26332 13.91527 6.39236
H 10.99025 13.61421 5.63043
O 15.43862 9.91758 14.47019
H 16.28079 10.21124 14.81767
H 15.65531 9.16482 13.92008
O 16.15629 5.62895 11.84147
H 15.22411 5.69218 11.63344
H 16.28742 4.71105 12.07913
O 25.00108 8.60958 12.46907
H 25.53829 8.67902 11.67989
H 24.15115 8.30154 12.15449
O 26.91585 20.65386 12.61223
H 26.67786 20.60400 11.68643
H 26.28912 21.27200 12.98819
O 16.91425 16.49867 19.07806
H 17.15189 15.66838 18.66529
H 16.81114 16.28484 20.00535
O 15.83524 8.00812 4.03716
H 15.12837 7.69787 4.60312
H 16.63638 7.80072 4.51820
O 15.70835 20.56590 4.38069
H 16.11881 20.90492 5.17619
H 14.94679 21.12960 4.24465
O 23.91795 24.45764 5.51155
H 23.27563 23.96850 4.99735
H 23.74896 25.37499 5.29675
O 23.45722 22.94695 13.79520
H 23.43306 23.80996 14.20854
H 23.08000 23.08624 12.92656
O 27.16577 12.89513 13.02308
H 26.84090 13.22353 13.86143
H 26.64409 12.11053 12.85426
O 25.69441 12.76825 5.77761
H 25.94732 12.50135 4.89385
H 24.79066 13.07054 5.68762
O 14.17082 17.65398 13.11872
H 15.09631 17.61393 12.87770
H 14.06833 18.50924 13.53617
O 20.85096 11.28864 3.07871
H 20.84844 11.89113 3.82251
H 20.59535 10.44520 3.45221
O 12.93493 13.58822 15.10298
H 13.35933 14.39348 14.80690
H 13.62184 12.92332 15.05511
O 23.85747 19.23805 16.51763
H 24.29157 20.06377 16.30321
H 23.81305 18.76710 15.68549
O 21.51848 24.65942 10.08682
H 21.47405 24.24814 9.22362
H 22.14460 25.37545 9.97956
O 17.75523 22.59975 12.87758
H 18.16007 22.19996 13.64733
H 18.36723 23.28702 12.61423
O 21.33478 20.95033 1.50516
H 21.31773 20.75373 0.56853
H 20.77444 20.28269 1.90076
O 20.36379 7.00831 4.42550
H 20.37440 6.40316 3.68394
H 21.27257 7.03720 4.72469
O 18.84496 19.97039 16.86885
H 19.77054 19.76622 16.73522
H 18.50311 19.22381 17.36077
O 25.19025 12.12809 17.36600
H 25.23014 11.18629 17.53232
H 24.28509 12.36857 17.56369
O 18.49079 17.55994 2.78663
H 17.80975 18.16438 3.08168
H 18.90041 17.24760 3.59341
O 15.51864 16.60467 6.39970
H 15.65238 17.45388 5.97875
H 16.39956 16.24242 6.49450
O 20.48524 7.71639 15.84839
H 20.66172 7.90604 14.92692
H 19.86489 6.98769 15.82890
*
```

Properties
- Kohn-Sham gap (eV) = 2.496


# 2
C3H2ClNO | the ωB97M-V functional and the def2-TZVPD basis

```
! wB97M-V def2-TZVPD RIJCOSX def2/J DEFGRID3
* xyz 0 1
O 2.12814 0.58256 -0.36431
C 1.36064 -0.12372 0.15441
Cl 1.85723 -1.82399 0.69817
C -0.02289 0.07394 0.38349
N -1.07075 0.03805 1.05828
C -1.20474 0.33549 -0.37519
H -1.35702 1.41721 -0.74620
H -1.69061 -0.49955 -0.80866
*
```

Properties
- structure (SMILES) = O=C(Cl)C1=NC1
- Kohn-Sham gap (eV) = 10.111


# 3
C4H15NO3 | the ωB97M-V functional and the def2-TZVPD basis

```
! wB97M-V def2-TZVPD RIJCOSX def2/J DEFGRID3
* xyz 0 1
C -2.63557 -0.08917 -1.11651
N -1.38744 -0.33943 -0.37606
C -0.26187 0.50991 -0.93739
C 1.23695 -0.11556 -0.42401
C 2.27485 1.08045 -0.38976
O 1.34737 -0.51163 0.92004
H -2.45963 0.53917 -1.98925
H -3.14372 -1.11282 -1.21967
H -3.34935 0.37375 -0.40067
H -1.54500 0.02670 0.61106
H -0.29533 1.65685 -0.73929
H -0.15327 0.24123 -2.00521
H 1.51668 -1.01636 -0.85349
H 3.10564 0.69335 0.03135
H 2.09597 1.71437 0.46957
H 2.45412 1.62368 -1.26872
H 0.46459 -0.80005 1.20054
O 1.24025 0.79588 3.04910
H 0.97325 1.59117 3.04863
H 1.77859 0.77318 2.32662
O -1.03514 -2.94459 0.14591
H -1.34150 -2.55831 -0.71487
H -0.88042 -2.13176 0.63210
*
```

Properties
- structure (SMILES) = CNC[C@@H](C)O.O.O
- Kohn-Sham gap (eV) = 10.270


# 4
ClHNOPS | the ωB97M-V functional and the def2-TZVPD basis

```
! wB97M-V def2-TZVPD RIJCOSX def2/J DEFGRID3
* xyz 0 3
N -0.13372 -0.43303 -0.63548
O -1.60823 -1.68160 0.84148
P -1.22633 -1.67101 -0.54815
S 0.95280 -0.08058 -2.17649
Cl -0.33185 1.05380 -3.22847
H 0.11828 0.30930 -0.01372
*
```

Properties
- Kohn-Sham gap (spin up / spin down) (eV) = 5.266 / 4.448
- <S²> = 2.026


# 5
CN4OS | the ωB97M-V functional and the def2-TZVPD basis

```
! wB97M-V def2-TZVPD RIJCOSX def2/J DEFGRID3
* xyz -2 1
C -0.00896 0.26819 0.12259
N -0.52051 -0.79320 -0.46399
N -0.86579 1.13465 0.50234
N -1.81409 -0.64066 -0.35354
N -2.03833 0.47692 0.28659
O 2.93340 -0.94258 0.04303
S 2.31427 0.49669 -0.13702
*
```

Properties
- Kohn-Sham gap (eV) = 4.927


# 6
C4H7NO2 | the ωB97M-V functional and the def2-TZVPD basis

```
! wB97M-V def2-TZVPD RIJCOSX def2/J DEFGRID3
* xyz 0 1
O -0.49561 2.19977 -0.30179
C -1.17582 1.03661 -0.46176
C -0.93855 -0.11686 0.14130
C -1.15120 -1.52806 0.37458
N -0.02780 -0.77921 1.00443
H 0.40088 2.01781 0.04109
H -2.00132 1.13265 -1.16013
H -0.82253 -2.26845 -0.35251
H -1.98285 -1.84682 1.00124
H -0.21704 -0.57222 1.98499
C 2.05034 0.21417 -0.54239
O 2.13302 1.24128 0.09426
H 1.33562 0.09829 -1.37700
H 2.69532 -0.65500 -0.33515
*
```

Properties
- structure (SMILES) = O/C=C1/CN1.C=O
- Kohn-Sham gap (eV) = 9.302


Number 1: maximum force 2.845 eV/A, total energy -3031.00208 Ha. Number 2: maximum force 2.772 eV/A, total energy -705.60822 Ha. Number 3: maximum force 10.008 eV/A, total energy -441.74877 Ha. Number 4: maximum force 4.233 eV/A, total energy -1330.16850 Ha. Number 5: maximum force 6.137 eV/A, total energy -730.41594 Ha. Number 6: maximum force 0.572 eV/A, total energy -361.74016 Ha.